No. 1
Below is a 6-piece molecular cluster, C24H56ClNO12P3S8 overall in a non-equilibrium geometry, with properties calculated with ωB97M-V/def2-TZVPD.

Geometry as XYZ:
```
105
C24H56ClNO12P3S8, DFT ωB97M-V/def2-TZVPD
N 1.638 -2.991 -1.341
P 1.161 -1.973 -2.507
P 0.762 0.116 -1.699
S 2.773 0.823 -2.355
C -0.942 -0.419 -1.014
C -2.032 0.704 -1.020
C -3.419 0.096 -1.449
C -3.798 0.416 -2.911
S -5.576 -0.037 -3.151
O -6.432 0.539 -2.099
O -5.945 0.414 -4.512
Cl -5.741 -2.119 -3.058
P -0.228 0.646 -3.724
S 1.038 0.685 -5.216
H 1.673 -2.476 -0.463
H -0.026 -2.554 -3.089
H 2.170 -1.976 -3.499
H 0.573 1.486 -1.211
H 1.437 -0.226 -0.466
H 3.534 -0.321 -2.320
H -1.262 -1.348 -1.517
H -0.782 -0.698 0.043
H -2.181 1.061 0.010
H -1.759 1.588 -1.613
H -4.192 0.469 -0.762
H -3.402 -0.996 -1.320
H -3.736 1.482 -3.163
H -3.250 -0.162 -3.663
H -1.282 -0.295 -3.932
H -0.727 1.961 -3.532
C -0.176 -5.629 2.168
C 1.305 -6.022 2.143
C 2.118 -4.730 2.004
S 1.128 -3.435 2.745
O 0.745 -2.517 1.707
O 1.749 -2.994 3.976
C -0.281 -4.459 3.140
H -0.811 -6.460 2.474
H -0.489 -5.313 1.170
H 1.565 -6.523 3.080
H 1.525 -6.713 1.330
H 3.072 -4.791 2.524
H 2.280 -4.467 0.957
H -1.197 -3.883 3.026
H -0.171 -4.790 4.174
C 2.512 1.258 7.137
C 2.594 -0.043 6.331
C 1.827 0.177 5.024
S 1.928 1.931 4.674
O 0.601 2.495 4.764
O 2.772 2.151 3.525
C 2.829 2.377 6.152
H 3.205 1.259 7.979
H 1.500 1.385 7.532
H 3.641 -0.270 6.109
H 2.188 -0.887 6.886
H 2.263 -0.380 4.198
H 0.774 -0.083 5.130
H 2.509 3.359 6.496
H 3.889 2.395 5.899
C -2.199 6.717 -5.342
C -0.723 6.682 -5.755
C -0.120 5.387 -5.201
S -1.469 4.212 -5.100
O -1.711 3.910 -3.708
O -1.284 3.183 -6.090
C -2.749 5.330 -5.655
H -2.751 7.494 -5.871
H -2.277 6.916 -4.270
H -0.651 6.685 -6.846
H -0.181 7.555 -5.390
H 0.652 4.984 -5.851
H 0.277 5.525 -4.196
H -3.681 5.107 -5.140
H -2.870 5.185 -6.729
C -3.994 3.851 7.955
C -3.559 4.047 6.497
C -2.102 3.584 6.385
S -1.877 2.340 7.653
O -0.935 2.837 8.629
O -1.718 1.045 7.036
C -3.522 2.454 8.343
H -5.072 3.956 8.074
H -3.510 4.598 8.589
H -4.191 3.438 5.845
H -3.666 5.084 6.180
H -1.886 3.144 5.414
H -1.405 4.395 6.586
H -3.481 2.293 9.418
H -4.133 1.685 7.870
C 5.128 -5.286 -6.081
C 3.949 -6.049 -5.464
C 2.999 -5.012 -4.854
S 3.223 -3.513 -5.808
O 3.803 -2.506 -4.955
O 2.042 -3.266 -6.597
C 4.512 -4.139 -6.875
H 5.740 -5.928 -6.716
H 5.766 -4.890 -5.287
H 3.431 -6.610 -6.247
H 4.281 -6.767 -4.714
H 1.959 -5.323 -4.918
H 3.254 -4.790 -3.817
H 5.217 -3.343 -7.105
H 4.040 -4.499 -7.789
```

Calculated values
**Strongest force on any atom**: 0.0859 Eh/bohr
**Charge**: -1


No. 2
Below is a 4-piece molecular cluster, C24H56FN3O9 overall, with properties calculated with ωB97M-V/def2-TZVPD.

Geometry as XYZ:
```
93
C24H56FN3O9, DFT ωB97M-V/def2-TZVPD
C 4.536 0.557 1.928
C 3.358 -0.318 1.569
O 2.547 0.475 0.656
C 1.454 -0.048 0.104
O 1.091 0.226 -0.992
O 0.784 -0.950 0.891
C 0.017 -0.532 1.999
F 0.630 -1.059 3.120
C -0.163 0.954 2.179
C -1.101 1.569 1.139
H 5.310 -0.037 2.417
H 4.936 0.991 1.010
H 4.228 1.368 2.591
H 2.767 -0.600 2.439
H 3.667 -1.218 1.030
H -0.945 -1.040 1.906
H 0.807 1.462 2.189
H -0.583 1.062 3.183
H -1.974 0.932 0.974
H -1.443 2.545 1.488
H -0.598 1.728 0.184
C 3.006 6.941 -1.502
O 2.452 5.768 -0.947
C 1.494 5.116 -1.772
C 2.000 3.767 -2.230
N 3.121 3.913 -3.145
C 3.762 2.659 -3.521
C 4.406 1.836 -2.414
O 5.588 2.403 -1.870
C 5.389 3.401 -0.892
H 3.613 7.407 -0.727
H 3.640 6.733 -2.371
H 2.225 7.645 -1.809
H 1.252 5.743 -2.636
H 0.583 4.974 -1.183
H 1.189 3.247 -2.749
H 2.238 3.176 -1.334
H 3.807 4.537 -2.740
H 4.524 2.875 -4.273
H 3.005 2.030 -4.004
H 4.709 0.878 -2.843
H 3.692 1.615 -1.610
H 4.473 3.222 -0.321
H 5.338 4.406 -1.324
H 6.241 3.372 -0.211
C 1.799 -3.567 -1.559
O 2.359 -3.971 -0.325
C 1.434 -4.010 0.756
C 1.211 -5.424 1.241
N 0.513 -6.216 0.242
C 0.378 -7.631 0.554
C 1.650 -8.456 0.706
O 2.376 -8.621 -0.498
C 3.305 -7.598 -0.794
H 2.623 -3.445 -2.260
H 1.101 -4.310 -1.962
H 1.270 -2.614 -1.466
H 0.488 -3.553 0.454
H 1.847 -3.413 1.573
H 0.601 -5.387 2.150
H 2.190 -5.840 1.522
H 0.976 -6.108 -0.652
H -0.223 -8.090 -0.235
H -0.195 -7.722 1.484
H 1.357 -9.460 1.022
H 2.309 -8.049 1.483
H 3.762 -7.198 0.117
H 2.855 -6.767 -1.345
H 4.086 -8.036 -1.415
C -4.544 1.266 2.983
O -4.555 0.720 1.681
C -5.570 -0.253 1.455
C -6.609 0.263 0.484
N -7.364 1.361 1.060
C -8.295 2.016 0.152
C -7.727 2.697 -1.087
O -6.933 3.835 -0.805
C -5.564 3.580 -0.566
H -3.620 1.834 3.086
H -5.391 1.936 3.163
H -4.559 0.480 3.745
H -6.039 -0.534 2.403
H -5.096 -1.141 1.028
H -7.299 -0.554 0.248
H -6.090 0.529 -0.448
H -6.722 2.048 1.434
H -8.842 2.769 0.724
H -9.030 1.274 -0.179
H -8.570 3.056 -1.683
H -7.160 1.998 -1.714
H -5.200 2.750 -1.181
H -5.355 3.348 0.483
H -5.013 4.481 -0.833
```

Calculated values
**Strongest force on any atom**: 0.0139 Eh/bohr
**Structure (SMILES)**: CCOC(=O)O[C@@H](F)CC.COCCNCCOC.COCCNCCOC.COCCNCCOC


No. 3
Below is C24H56InN8O8 as an isolated structure in a non-equilibrium geometry, with properties calculated with ωB97M-V/def2-TZVPD.

Geometry as XYZ:
```
97
C24H56InN8O8, DFT ωB97M-V/def2-TZVPD
In 0.479 0.318 0.225
C -1.561 3.726 -3.029
C -0.461 3.277 -2.119
O -0.483 2.126 -1.627
N 0.591 4.076 -1.944
C 0.848 5.329 -2.643
H -2.352 2.979 -2.975
H -1.243 3.833 -4.065
H -2.056 4.638 -2.691
H 1.285 3.754 -1.287
H 1.894 5.512 -2.885
H 0.555 6.157 -1.995
H 0.333 5.372 -3.597
C 1.413 -1.234 -4.494
C 1.396 0.052 -3.724
O 1.350 0.016 -2.487
N 1.266 1.217 -4.386
C 1.368 1.442 -5.831
H 0.671 -1.899 -4.058
H 2.383 -1.726 -4.419
H 1.193 -1.124 -5.552
H 1.236 2.015 -3.768
H 0.381 1.421 -6.289
H 2.024 0.696 -6.267
H 1.831 2.408 -6.016
C -1.244 2.849 4.444
C -0.212 2.676 3.354
O -0.312 1.738 2.544
N 0.749 3.597 3.240
C 0.988 4.761 4.078
H -0.957 3.570 5.202
H -1.224 1.899 4.984
H -2.207 3.002 3.969
H 1.318 3.510 2.411
H 1.593 5.498 3.546
H 1.458 4.550 5.033
H 0.083 5.369 4.162
C -0.008 -3.911 2.077
C 1.184 -3.023 2.348
O 1.291 -1.940 1.755
N 2.123 -3.483 3.171
C 3.320 -2.729 3.505
H 0.328 -4.948 2.002
H -0.441 -3.654 1.116
H -0.751 -3.828 2.869
H 2.072 -4.450 3.443
H 4.121 -3.409 3.785
H 3.110 -2.085 4.358
H 3.701 -2.124 2.686
C -3.644 -1.147 -2.527
C -2.337 -0.403 -2.544
O -1.548 -0.516 -1.598
N -2.081 0.382 -3.594
C -2.887 0.529 -4.794
H -3.551 -2.231 -2.568
H -4.298 -0.896 -3.359
H -4.180 -0.885 -1.614
H -1.223 0.908 -3.516
H -3.883 0.939 -4.634
H -3.035 -0.420 -5.314
H -2.348 1.152 -5.505
C 2.442 -3.782 -1.314
C 1.030 -3.288 -1.534
O 0.619 -2.298 -0.927
N 0.294 -4.015 -2.388
C -1.052 -3.717 -2.794
H 2.418 -4.864 -1.166
H 2.859 -3.325 -0.420
H 3.132 -3.556 -2.127
H 0.795 -4.741 -2.876
H -1.578 -4.610 -3.123
H -1.163 -2.947 -3.562
H -1.617 -3.361 -1.930
C 3.827 1.847 3.558
C 2.644 0.926 3.484
O 2.300 0.455 2.391
N 2.055 0.602 4.642
C 0.954 -0.331 4.735
H 3.657 2.764 2.994
H 4.722 1.403 3.122
H 4.087 2.116 4.583
H 2.291 1.149 5.454
H 0.130 0.162 5.256
H 1.203 -1.208 5.334
H 0.571 -0.652 3.772
C -2.888 -0.286 3.323
C -2.511 -1.241 2.229
O -1.423 -1.119 1.630
N -3.436 -2.094 1.798
C -3.226 -3.033 0.703
H -3.842 -0.516 3.794
H -2.864 0.727 2.928
H -2.128 -0.319 4.105
H -4.280 -2.210 2.339
H -2.923 -3.993 1.132
H -2.357 -2.752 0.111
H -4.154 -3.117 0.148
```

Calculated values
**Strongest force on any atom**: 0.0490 Eh/bohr
**Charge**: +3


No. 4
Below is a 5-piece molecular cluster, C24H56N2O8 overall in a non-equilibrium geometry, with properties calculated with ωB97M-V/def2-TZVPD.

Geometry as XYZ:
```
90
C24H56N2O8, DFT ωB97M-V/def2-TZVPD
C -4.800 5.833 -13.168
C -6.223 5.231 -12.992
C -6.657 5.394 -11.490
C -7.166 6.026 -13.897
C -8.421 5.447 -14.422
C -8.037 4.094 -14.964
C -7.261 3.115 -13.972
C -8.344 2.740 -12.884
C -6.902 1.856 -14.828
N -6.106 3.824 -13.401
O -5.432 3.042 -12.521
H -4.274 5.593 -14.092
H -4.762 6.911 -13.323
H -4.202 5.566 -12.296
H -6.315 4.658 -10.762
H -6.351 6.362 -11.095
H -7.728 5.387 -11.285
H -7.403 7.026 -13.532
H -6.544 6.265 -14.760
H -9.318 5.424 -13.804
H -8.666 6.099 -15.261
H -7.498 4.173 -15.908
H -8.903 3.520 -15.295
H -9.324 2.516 -13.306
H -8.571 3.558 -12.200
H -7.953 1.897 -12.315
H -6.743 2.202 -15.850
H -7.727 1.153 -14.713
H -6.017 1.363 -14.428
H -4.515 2.951 -12.790
C -7.058 1.542 -4.249
C -8.235 2.552 -4.251
C -8.438 3.340 -2.923
C -7.963 3.355 -5.627
C -9.264 4.144 -6.234
C -10.329 3.160 -6.452
C -10.689 2.354 -5.182
C -11.546 3.377 -4.405
C -11.697 1.277 -5.658
N -9.521 1.806 -4.470
O -9.941 0.848 -3.447
H -6.124 1.980 -3.898
H -7.183 0.790 -3.470
H -6.740 1.140 -5.211
H -9.430 3.499 -2.500
H -7.859 2.825 -2.156
H -8.011 4.329 -3.086
H -7.092 4.002 -5.525
H -7.606 2.749 -6.460
H -9.557 4.850 -5.457
H -9.089 4.731 -7.136
H -10.089 2.503 -7.288
H -11.193 3.667 -6.882
H -10.853 4.070 -3.927
H -11.870 2.815 -3.529
H -12.321 3.998 -4.854
H -11.158 0.336 -5.549
H -12.120 1.116 -6.650
H -12.527 1.192 -4.957
H -9.797 -0.004 -3.866
O -9.314 -3.847 -7.219
C -9.858 -2.829 -6.387
C -8.664 -1.864 -6.022
O -7.783 -1.533 -7.050
H -9.031 -3.432 -8.037
H -10.634 -2.280 -6.920
H -10.411 -3.115 -5.493
H -8.061 -2.494 -5.367
H -9.134 -1.008 -5.537
H -6.927 -1.319 -6.674
O -1.004 5.726 -14.022
C -0.191 4.566 -13.992
C -0.654 3.658 -12.898
O -2.077 3.481 -12.948
H -1.905 5.426 -13.886
H -0.376 4.037 -14.927
H 0.826 4.910 -13.808
H -0.401 4.087 -11.928
H -0.127 2.704 -12.887
H -2.320 3.624 -12.031
O -3.870 3.537 -7.322
C -3.987 3.121 -8.720
C -5.389 2.458 -9.003
O -5.475 1.408 -7.971
H -4.182 2.797 -6.796
H -3.769 3.922 -9.427
H -3.282 2.329 -8.975
H -5.498 2.123 -10.034
H -6.260 3.102 -8.879
H -6.345 1.045 -8.151
```

Calculated values
**Strongest force on any atom**: 0.0662 Eh/bohr
**Energy relative to the best compared isomer or geometry (same formula, charge and spin)**: 97.2 kcal per mole
**Structure (SMILES)**: CC1(C)CCCC(C)(C)N1O.CC1(C)CCCC(C)(C)N1O.OCCO.OCCO.OCCO


No. 5
Below is a 8-piece molecular cluster, C24H56N8O8 overall in a non-equilibrium geometry, with properties calculated with ωB97M-V/def2-TZVPD.

Geometry as XYZ:
```
96
C24H56N8O8, DFT ωB97M-V/def2-TZVPD
C -18.457 2.374 -21.966
N -17.909 2.428 -20.632
C -17.831 3.744 -20.015
C -17.634 1.299 -19.939
O -17.076 1.239 -18.862
H -19.531 2.584 -21.979
H -18.291 1.372 -22.365
H -17.959 3.078 -22.633
H -17.526 3.693 -18.979
H -17.245 4.414 -20.649
H -18.837 4.192 -20.024
H -18.057 0.413 -20.441
C -18.869 -2.648 -19.144
N -19.711 -3.802 -19.346
C -21.072 -3.710 -18.915
C -19.235 -4.932 -19.908
O -19.881 -5.928 -20.155
H -17.986 -2.701 -19.789
H -18.594 -2.435 -18.112
H -19.339 -1.762 -19.589
H -21.604 -2.930 -19.470
H -21.596 -4.633 -19.161
H -21.167 -3.532 -17.844
H -18.158 -4.880 -20.151
C -12.720 2.927 -17.091
N -13.812 2.555 -17.986
C -14.497 3.547 -18.815
C -13.987 1.236 -18.204
O -13.254 0.393 -17.709
H -12.949 2.457 -16.132
H -12.710 4.007 -16.994
H -11.790 2.461 -17.415
H -15.039 3.053 -19.614
H -15.134 4.150 -18.167
H -13.751 4.212 -19.259
H -14.812 0.952 -18.866
C -17.858 -0.166 -27.317
N -16.556 -0.482 -26.803
C -16.416 -0.421 -25.366
C -15.521 -0.742 -27.631
O -15.573 -0.849 -28.832
H -18.188 0.798 -26.926
H -18.595 -0.934 -27.067
H -17.875 -0.131 -28.403
H -16.618 0.593 -25.003
H -17.210 -1.016 -24.898
H -15.469 -0.820 -25.019
H -14.566 -0.872 -27.081
C -18.855 -2.944 -23.584
N -19.874 -1.907 -23.638
C -20.432 -1.385 -22.417
C -20.439 -1.578 -24.825
O -21.381 -0.823 -24.960
H -18.008 -2.593 -22.995
H -18.469 -3.041 -24.600
H -19.246 -3.894 -23.218
H -19.663 -1.138 -21.680
H -20.975 -0.479 -22.661
H -21.030 -2.188 -21.972
H -19.931 -2.056 -25.676
C -10.018 -4.514 -20.478
N -9.249 -5.230 -19.508
C -9.179 -6.672 -19.639
C -8.836 -4.651 -18.355
O -8.367 -5.240 -17.404
H -9.661 -4.718 -21.493
H -9.987 -3.434 -20.341
H -11.070 -4.829 -20.481
H -10.071 -7.006 -20.183
H -8.355 -6.969 -20.291
H -9.161 -7.132 -18.659
H -8.988 -3.558 -18.319
C -9.857 1.017 -22.139
N -11.015 1.430 -21.370
C -12.270 0.794 -21.666
C -10.861 2.237 -20.295
O -9.814 2.730 -19.941
H -10.119 0.904 -23.189
H -9.377 0.131 -21.720
H -9.133 1.832 -22.098
H -12.705 1.159 -22.601
H -12.152 -0.292 -21.701
H -13.032 0.972 -20.903
H -11.800 2.508 -19.783
C -13.657 -3.070 -20.940
N -14.896 -2.332 -20.778
C -15.164 -1.843 -19.440
C -15.548 -1.877 -21.859
O -16.524 -1.138 -21.852
H -13.521 -3.722 -20.074
H -12.812 -2.377 -20.808
H -13.574 -3.588 -21.887
H -15.249 -2.662 -18.728
H -14.384 -1.153 -19.103
H -16.102 -1.292 -19.488
H -15.168 -2.305 -22.801
```

Calculated values
**Strongest force on any atom**: 0.0266 Eh/bohr
**Energy relative to the best compared isomer or geometry (same formula, charge and spin)**: 114.9 kcal per mole
**Structure (SMILES)**: CN(C)C=O.CN(C)C=O.CN(C)C=O.CN(C)C=O.CN(C)C=O.CN(C)C=O.CN(C)C=O.CN(C)C=O


Number 1: orbital gap 5.3 eV. Number 2: orbital gap 9.1 eV. Number 3: orbital gap 4.3 eV. Number 4: orbital gap 8.6 eV. Number 5: orbital gap 9.4 eV.